#one
A single C2H4N2OS molecule. Source: OMol25; level of theory: wB97M-V/def2-TZVPD.

Geometry (Å):
C: -1.53703 -0.04453 1.56597
N: -0.73347 0.31535 0.49395
S: 0.93324 0.77945 0.81641
C: 1.46397 0.29736 -0.76386
N: 0.53308 -0.13155 -1.67871
O: 2.65250 0.35106 -1.00225
H: -2.60730 -0.22363 1.29908
H: -1.29246 -0.09828 2.77370
H: 0.95019 -0.94109 -2.32852
H: -0.36272 -0.30414 -1.17577

- Highest occupied orbital energy: -9.49 eV
- Gap between HOMO and LUMO: 9.3758 eV


#two
A 2-piece molecular cluster, C2H4N2OS overall. Source: OMol25; level of theory: wB97M-V/def2-TZVPD.

Geometry (Å):
C: 1.81455 0.09936 -0.44482
C: -1.13450 0.53450 -0.06150
N: 2.24598 -0.88522 -0.97318
N: -0.90888 0.87166 1.20153
O: 1.60120 0.97034 0.26680
S: -1.82937 -1.03740 -0.27973
H: -1.89664 -1.11852 -1.59631
H: 1.77154 -1.46571 -1.64217
H: -0.36546 1.67017 1.41124
H: -1.29841 0.36083 2.11816

- Highest occupied orbital energy: -8.40 eV
- Gap between HOMO and LUMO: 9.1128 eV


#three
A single C2H4N2OS molecule. Source: OMol25; level of theory: wB97M-V/def2-TZVPD.

Geometry (Å):
C: -2.50874 -0.79370 -0.01582
N: -1.28855 -0.46163 0.02281
O: -1.13361 0.87158 -0.00233
C: 0.15300 1.36555 -0.01027
N: 1.28885 0.83681 0.01724
S: 1.78353 -0.75551 -0.01112
H: -2.73496 -1.85375 0.03512
H: -3.31853 -0.07077 -0.04985
H: 0.07701 2.45504 0.01369
H: 0.64129 -1.47249 0.07385

- Highest occupied orbital energy: -8.60 eV
- Gap between HOMO and LUMO: 9.4839 eV


#four
A single C2H4N2OS molecule. Source: OMol25; level of theory: wB97M-V/def2-TZVPD.

Geometry (Å):
C: -0.62363 0.38094 0.30766
C: 0.57608 -0.38405 -0.25309
N: -1.86142 -0.31089 0.30593
N: 0.92323 -1.56221 -0.09364
O: -4.34979 -0.60845 0.12199
S: -3.17397 0.20964 -0.20407
H: -0.34994 0.54152 1.36980
H: -0.58160 1.26885 -0.25373
H: 1.26582 0.32521 -0.91365
H: 0.30204 -2.28615 0.44632

- Highest occupied orbital energy: -9.80 eV
- Gap between HOMO and LUMO: 9.0945 eV


Most stable structure - #one; separation to the second - 0.0121 hartree.


#one
A 9-piece molecular cluster, C8H34O10 overall. Source: OMol25; level of theory: wB97M-V/def2-TZVPD.

Geometry (Å):
C: 20.34771 4.28532 14.54266
O: 19.65546 3.14748 14.98520
C: 19.56142 3.11623 16.39256
C: 18.79890 1.91342 16.87055
O: 17.40406 1.93010 16.58105
C: 16.66941 2.90519 17.27857
H: 20.00147 5.19876 15.04567
H: 20.15738 4.42444 13.47889
H: 21.42729 4.17811 14.69212
H: 19.14215 4.05248 16.79040
H: 20.56943 3.06388 16.83974
H: 18.96287 1.80206 17.94672
H: 19.18340 1.04402 16.33291
H: 15.66848 2.91942 16.86010
H: 17.09828 3.90375 17.17538
H: 16.60054 2.65633 18.34804
C: 14.32926 3.53893 13.65262
O: 15.62852 3.40049 14.23763
H: 13.95546 4.55756 13.79388
H: 14.34722 3.33751 12.57803
H: 13.64838 2.85899 14.15895
H: 16.07710 4.20986 13.96082
C: 16.03398 -1.57838 12.00675
O: 14.85793 -2.09798 11.39735
H: 16.27551 -2.16713 12.89217
H: 16.87727 -1.61135 11.30989
H: 15.89709 -0.52755 12.26346
H: 14.19741 -1.40786 11.52053
C: 17.46950 4.60122 11.61372
O: 16.39611 5.34012 12.22312
H: 18.22571 4.42352 12.37101
H: 17.10327 3.65101 11.22371
H: 17.89989 5.15940 10.78019
H: 16.02328 5.86364 11.51134
C: 13.42057 -0.05877 13.68977
O: 12.94853 -0.26441 12.35767
H: 13.65216 -1.03122 14.11344
H: 14.31947 0.55910 13.68362
H: 12.68362 0.42906 14.33340
H: 12.24979 0.34082 12.10256
O: 16.51807 -0.45146 15.27760
H: 17.32252 -0.96565 15.17160
H: 16.80267 0.37803 15.69199
O: 17.77825 1.54914 13.18061
H: 18.30563 2.27387 13.54168
H: 16.95241 1.58858 13.68101
O: 20.12483 0.06356 12.37231
H: 20.48233 0.70011 11.74890
H: 19.22937 0.37660 12.56096
O: 16.26730 1.59305 10.53000
H: 15.41567 1.24372 10.80848
H: 16.86539 1.37622 11.25832

- Highest occupied orbital energy: -9.41 eV
- Gap between HOMO and LUMO: 9.8377 eV


#two
A 11-piece molecular cluster, C8H34O10 overall. Source: OMol25; level of theory: wB97M-V/def2-TZVPD.

Geometry (Å):
C: -1.39401 -0.06533 -2.70233
C: -1.27533 1.23089 -2.94076
C: -1.52360 2.28446 -1.89694
C: -0.29069 2.42796 -1.04935
C: 0.57456 3.42877 -1.19367
C: 0.06044 1.33737 -0.04376
C: -0.82178 1.39480 1.21032
C: -0.28794 2.16183 2.42144
H: -1.00717 -0.90409 -3.26722
H: -1.88536 -0.43545 -1.80211
H: -0.95253 1.54234 -3.93015
H: -1.73789 3.25537 -2.34985
H: -2.40943 2.01391 -1.31592
H: 1.52632 3.52032 -0.69198
H: 0.32460 4.22857 -1.88963
H: 1.11021 1.49404 0.16706
H: 0.02322 0.38896 -0.58556
H: -1.20508 0.40804 1.44270
H: -1.78386 1.86512 0.95280
H: 0.38432 2.99010 2.17621
H: -1.04756 2.68750 2.99302
H: 0.27934 1.40712 2.95879
O: -4.33042 -2.38055 2.39210
H: -4.46957 -1.93465 1.56379
H: -3.85173 -3.19626 2.13161
O: 4.54423 0.90619 1.23314
H: 3.70909 0.86706 0.76048
H: 5.10670 0.22512 0.85871
O: 2.59966 -2.23587 -2.92073
H: 3.50797 -2.37846 -3.21233
H: 2.11083 -2.88010 -3.44540
O: 1.69693 -2.27261 0.03058
H: 1.84019 -2.40954 -0.91205
H: 1.99505 -1.38429 0.25658
O: 0.12672 -0.74265 3.78367
H: -0.84837 -0.75161 3.77009
H: 0.34540 -1.53566 3.28465
O: -0.71780 -2.00151 1.17051
H: 0.21508 -2.16098 0.91175
H: -0.90075 -1.05655 1.11159
O: -2.55618 -3.81332 0.95488
H: -2.09997 -4.64571 1.11886
H: -1.77968 -3.17707 1.00053
O: 2.67665 0.64015 -1.20804
H: 2.79569 -0.23242 -1.59104
H: 2.84412 1.31692 -1.87118
O: -2.62248 -0.64583 3.39855
H: -3.40073 -0.29404 3.82134
H: -2.98969 -1.36958 2.82998
O: 2.40064 1.67079 -4.03247
H: 1.79426 2.41696 -3.96489
H: 2.39475 1.48169 -4.97417

- Highest occupied orbital energy: -9.46 eV
- Gap between HOMO and LUMO: 9.2096 eV


Most stable structure - #two; separation to the second - 0.0596 hartree.


#one
An isolated ion of composition C3H7N2 and charge +1. Source: OMol25; level of theory: wB97M-V/def2-TZVPD.

Geometry (Å):
C: 1.84084 -0.64079 0.06530
N: 1.34026 0.53644 -0.04340
C: 0.01097 0.81083 0.02902
C: -0.87296 -0.21854 -0.08737
N: -2.18808 -0.08697 0.03858
H: 1.25270 -1.50093 0.32114
H: 2.90125 -0.78383 -0.06727
H: 1.97016 1.32392 -0.19754
H: -0.29141 1.83536 0.15281
H: -0.55170 -1.21433 -0.34888
H: -2.80708 -0.86117 -0.14119
H: -2.60495 0.80000 0.27881

- Charge: +1
- Highest occupied orbital energy (spin up / spin down): -13.05 / -13.05 eV
- Gap between HOMO and LUMO (spin up / spin down): 8.0786 / 8.0780 eV


#two
A 2-piece molecular cluster, C3H7N2 overall. Source: OMol25; level of theory: wB97M-V/def2-TZVPD.

Geometry (Å):
C: -0.76397 1.00234 0.52828
C: -1.95872 0.86895 1.19403
C: 1.89914 -0.27797 -0.83928
N: -0.36377 -0.85441 -0.44862
N: 0.68790 -1.07679 -0.94923
H: -1.78559 0.62624 2.33161
H: -2.52732 1.90033 1.22878
H: -2.65159 0.18642 0.58472
H: 1.61757 0.80871 -0.72042
H: 2.27651 -0.66727 0.11386
H: 2.70024 -0.55103 -1.63485
H: 0.86960 -1.96552 -1.38889

- Charge: +1
- Highest occupied orbital energy (spin up / spin down): -13.81 / -13.81 eV
- Gap between HOMO and LUMO (spin up / spin down): 7.6037 / 7.6041 eV


#three
C3H7N2 as an isolated structure. Source: OMol25; level of theory: wB97M-V/def2-TZVPD.

Geometry (Å):
C: -0.23209 -0.15511 1.41050
C: -1.10137 0.46568 -0.23724
C: 1.48522 -0.12311 -0.50283
N: 0.23950 0.05277 0.18392
N: -1.50803 0.24252 1.18051
H: 0.33354 -0.58822 2.27379
H: -1.24723 1.55235 -0.44286
H: -2.38953 -0.64139 -1.14316
H: 1.61504 -1.07436 -0.98756
H: 1.62264 0.59491 -1.34930
H: 2.25107 -0.05951 0.26651
H: -2.49311 -0.01311 1.42553

- Charge: +1
- Highest occupied orbital energy (spin up / spin down): -15.30 / -15.30 eV
- Gap between HOMO and LUMO (spin up / spin down): 9.5805 / 9.5811 eV


Most stable structure - #one; separation to the second - 0.1525 hartree.


#one
A 2-piece molecular cluster, C3H7N2 overall. Source: OMol25; level of theory: wB97M-V/def2-TZVPD.

Geometry (Å):
C: -3.19962 -0.11918 -0.00882
C: -1.96055 -0.14309 -0.08606
C: 0.46210 -0.35845 -0.58488
N: 1.13601 -1.29991 0.11639
N: 0.52465 0.97494 0.04424
H: -4.07639 0.22852 0.41773
H: 0.49095 -0.21949 -1.60226
H: 1.59469 -2.10322 -0.35483
H: 0.95112 -1.28956 1.07423
H: 1.54716 1.33082 0.28904
H: -0.01012 1.05445 0.87131
H: 0.30556 1.82276 -0.44086

- Charge: +1
- Highest occupied orbital energy (spin up / spin down): -13.26 / -13.26 eV
- Gap between HOMO and LUMO (spin up / spin down): 7.6605 / 7.6556 eV


#two
An isolated ion of composition C3H7N2 and charge +1. Source: OMol25; level of theory: wB97M-V/def2-TZVPD.

Geometry (Å):
C: 0.28941 1.33054 -0.65273
C: -0.86579 -0.67003 0.83295
C: 0.44315 -0.94348 0.13383
N: -0.93422 1.18626 -0.57511
N: 1.04172 0.33737 -0.19392
H: 0.90582 2.05189 -1.17304
H: -1.73336 -1.11864 0.52227
H: -0.91352 -0.25777 1.89547
H: 1.09812 -1.60848 0.71075
H: 0.39997 -1.50676 -0.69691
H: -1.70133 1.91833 -0.91120
H: 1.98101 0.37252 -0.44175

- Charge: +1
- Highest occupied orbital energy: -14.78 eV
- Gap between HOMO and LUMO: 8.6005 eV


#three
An isolated ion of composition C3H7N2 and charge +1. Source: OMol25; level of theory: wB97M-V/def2-TZVPD.

Geometry (Å):
C: -2.38059 0.65180 0.66606
C: -1.23817 -0.04150 1.07789
N: -0.02163 -0.46343 -0.08990
N: 1.10983 -0.01836 -0.07904
C: 2.15083 -0.67482 -0.82456
H: -2.72674 1.25247 1.51669
H: -2.38616 1.20495 -0.27499
H: -3.12448 -0.16784 0.63227
H: 1.38418 0.84183 0.42762
H: 3.02582 -0.03347 -0.91124
H: 2.43177 -1.60760 -0.32778
H: 1.77533 -0.94402 -1.81301

- Charge: +1
- Highest occupied orbital energy: -14.48 eV
- Gap between HOMO and LUMO: 8.6243 eV


Most stable structure - #two; separation to the second - 0.1160 hartree.


#one
C3H7N2 as an isolated structure. Source: OMol25; level of theory: wB97M-V/def2-TZVPD.

Geometry (Å):
C: -0.75579 0.88154 -0.37496
C: -0.94302 -0.91478 0.45899
C: 1.96667 0.24558 0.02224
N: 0.16043 0.01106 0.06054
N: -1.82112 0.14620 -0.01667
H: -0.76017 1.66653 -1.09216
H: -0.92931 -1.64180 -0.31103
H: -0.86348 -1.37615 1.40559
H: 2.46351 1.15865 0.48077
H: 2.35110 -0.55814 0.56391
H: 1.96536 0.28794 -1.06807
H: -2.83418 0.09338 -0.12914

- Charge: +1
- Highest occupied orbital energy: -15.12 eV
- Gap between HOMO and LUMO: 11.3666 eV


#two
An isolated ion of composition C3H7N2 and charge +1. Source: OMol25; level of theory: wB97M-V/def2-TZVPD.

Geometry (Å):
C: -0.06854 -0.78041 -0.95461
C: -0.13797 1.53720 0.08697
C: -0.79654 -0.34592 1.34161
N: -0.16114 0.23835 0.09380
N: 1.02084 -1.03388 -1.59014
H: 0.25213 2.01853 -0.88881
H: -0.52601 1.99148 0.91768
H: -0.25772 -1.32160 1.53486
H: -0.49623 0.37463 2.11351
H: -1.87741 -0.40076 1.00160
H: 1.87210 -0.38633 -1.49716
H: 1.17648 -1.89128 -2.15932

- Charge: +1
- Highest occupied orbital energy: -13.97 eV
- Gap between HOMO and LUMO: 8.8316 eV


Most stable structure - #one; separation to the second - 0.0100 hartree.


#one
A 2-piece molecular cluster, C3H7N2 overall. Source: OMol25; level of theory: wB97M-V/def2-TZVPD.

Geometry (Å):
C: -1.39915 1.25550 1.10031
C: 0.89093 -1.15199 -1.33262
C: 2.13833 -1.57839 -1.20475
N: -0.90241 0.77531 0.16938
N: -2.00745 1.87865 2.01492
H: 0.06045 -1.74088 -0.96306
H: 0.66343 -0.30191 -1.96531
H: 2.37621 -2.47116 -0.65033
H: 2.97251 -1.05136 -1.63623
H: -0.27021 0.10172 -0.30163
H: -2.94761 1.61131 2.29318
H: -1.57503 2.67321 2.47613

- Charge: +1
- Highest occupied orbital energy: -14.10 eV
- Gap between HOMO and LUMO: 9.9509 eV


#two
An isolated ion of composition C3H7N2 and charge +1. Source: OMol25; level of theory: wB97M-V/def2-TZVPD.

Geometry (Å):
C: -1.92604 -0.74293 -0.03511
N: -1.41098 0.40764 0.14256
C: 0.05445 0.83638 0.02348
C: 1.51131 0.49003 -0.04859
N: 1.94514 -0.74133 0.12913
H: -3.05368 -0.87228 0.06647
H: -1.13900 -1.44510 -0.38048
H: -2.03499 1.17236 0.41684
H: -0.10297 1.90561 -0.21821
H: 1.98490 1.39747 -0.14285
H: 2.90412 -0.82391 0.09880
H: 1.26775 -1.58395 -0.05205

- Charge: +1
- Highest occupied orbital energy (spin up / spin down): -12.84 / -12.84 eV
- Gap between HOMO and LUMO (spin up / spin down): 7.9903 / 7.9895 eV


Most stable structure - #one; separation to the second - 0.0313 hartree.